The following is a quantum chemistry calculation of an isolated molecule of Cl2H4Si3, from OMol25.

DFT total energy, hartree: -1791.26484
Lowest unoccupied orbital energy, eV: -1.50
ΔE to the lowest compared entry with this formula, charge and spin, kcal per mole: 1.95
Frontier orbital gap, eV: 7.1

Atoms and positions in Å:
Si  0.32518  0.72605  -0.93807
Si  -0.21863  -0.80285  0.72178
Si  -0.19260  -0.62974  -2.70915
Cl  1.07505  -0.65760  2.26759
Cl  -2.06936  -0.01136  -3.35221
H  1.79406  0.86638  -0.90915
H  -0.09567  2.07107  -0.49369
H  -0.10095  -2.18564  0.25409
H  -1.56608  -0.70743  1.28457

Cartesian forces (eV/Å) of the 3 atoms listed first:
0.2142 1.0467 0.6556
-0.3008 -0.3696 -0.0940
-0.0222 -0.6312 -0.9228

Atom charges from the natural (NBO) analysis, given in e for atoms 1 to 6:
1. Si -0.0590
2. Si 0.6738
3. Si 0.6574
4. Cl -0.3629
5. Cl -0.4347
6. H -0.0906

***

The following is a quantum chemistry calculation of a cluster of 2 separate species, CH2S3 in total, from OMol25.

DFT total energy, hartree: -1233.84506
Lowest unoccupied orbital energy, eV: -0.12
ΔE to the lowest compared entry with this formula, charge and spin, kcal per mole: 4.64
Frontier orbital gap, eV: 9.5

Atoms and positions in Å:
C  -1.84926  0.17699  -0.19926
S  -1.94653  -1.33330  -0.62866
S  -1.85009  1.59506  0.36107
S  2.07403  -0.19505  -0.33569
H  2.01817  -1.13730  0.62738
H  1.55368  0.89360  0.17515

Cartesian forces (eV/Å) of the 3 atoms listed first:
-0.3810 -2.4513 -0.3145
0.2152 1.1870 0.0878
0.1728 1.2535 0.2250

In elementary charge units, the natural (NBO) charges are:
1. C -0.3696
2. S 0.1638
3. S 0.2054
4. S -0.2994
5. H 0.1557
6. H 0.1441

***

The following is a quantum chemistry calculation of a structure of composition C6H12O, from OMol25.

DFT total energy, hartree: -310.82417
Lowest unoccupied orbital energy, eV: 0.94
ΔE to the lowest compared entry with this formula, charge and spin, kcal per mole: 147.53
Frontier orbital gap, eV: 8.6

Atoms and positions in Å:
C  -1.96281  -1.03392  -0.56386
C  -0.90699  0.03358  -0.27374
C  -1.42945  1.11527  0.67441
C  0.31551  -0.60761  0.33454
O  1.16278  -1.38742  -0.57402
C  1.65041  -0.23737  -0.08376
C  2.44254  0.82530  -0.54942
H  -2.84638  -0.58578  -1.03009
H  -1.57125  -1.80179  -1.23867
H  -2.28577  -1.52533  0.36231
H  -0.60071  0.49987  -1.21795
H  -1.71631  0.68602  1.64240
H  -2.31539  1.59884  0.25087
H  -0.67443  1.88812  0.85633
H  0.20260  -1.07714  1.31124
H  2.50695  -0.87643  1.19647
H  3.16117  0.61881  -1.33500
H  2.79451  0.03167  0.64169
H  2.07301  1.83531  -0.40378

Cartesian forces (eV/Å) of the 3 atoms listed first:
-0.0470 -0.0421 -0.0143
0.0373 0.0057 -0.0134
-0.0213 0.0482 0.0353

Atom charges from the natural (NBO) analysis, given in e for atoms 1 to 6:
1. C -0.6025
2. C -0.2553
3. C -0.6044
4. C 0.0520
5. O -0.4462
6. C 0.3333

***

The following is a quantum chemistry calculation of an isolated molecule of C14H18N2O5, from OMol25.

DFT total energy, hartree: -1030.04020
Lowest unoccupied orbital energy, eV: 0.17
ΔE to the lowest compared entry with this formula, charge and spin, kcal per mole: 23.88
SMILES: N[C@@H](Cc1ccccc1)C(=O)N[C@@H](CCC(=O)O)C(=O)O
Frontier orbital gap, eV: 9.5

Atoms and positions in Å:
N  -0.04355  2.35269  -0.04928
C  -1.01025  1.23304  -0.05975
C  -0.82569  0.37324  -1.35545
C  -1.42142  1.04068  -2.60427
C  -2.75786  0.94138  -2.91065
C  -3.24678  1.56242  -4.03812
C  -2.43140  2.31785  -4.89482
C  -1.06048  2.36998  -4.60562
C  -0.57602  1.77433  -3.42118
C  -0.86753  0.27195  1.14768
O  -1.83235  -0.29306  1.61909
N  0.39977  0.14306  1.63083
C  0.66654  -0.57450  2.84522
C  0.54870  -2.09847  2.77894
C  0.41526  -2.70944  1.37600
C  1.55323  -2.41489  0.43369
O  2.41510  -1.63522  0.63640
O  1.40051  -3.05288  -0.74491
C  2.06546  -0.20399  3.41679
O  2.32309  -0.20286  4.59795
O  2.99160  0.00143  2.48778
H  0.88419  2.06610  -0.34119
H  0.02625  2.90213  0.79890
H  -2.02463  1.63165  -0.06660
H  0.25670  0.20034  -1.52374
H  -1.33254  -0.59215  -1.22004
H  -3.43748  0.32472  -2.32483
H  -4.27549  1.34912  -4.34872
H  -2.77844  2.73736  -5.84375
H  -0.33463  2.93083  -5.24576
H  0.48539  1.84122  -3.16773
H  1.08925  0.82507  1.37399
H  -0.04162  -0.19170  3.58488
H  1.39428  -2.61841  3.24809
H  -0.38695  -2.36813  3.28238
H  0.40719  -3.80521  1.42124
H  -0.54636  -2.40189  0.93044
H  0.71190  -3.73870  -0.71898
H  2.71544  -0.40327  1.66938

Cartesian forces (eV/Å) of the 3 atoms listed first:
-0.2468 -0.4908 -0.5265
1.1067 -0.1838 -0.0215
-0.2845 0.5938 -0.2688

Atom charges from the natural (NBO) analysis, given in e for atoms 1 to 6:
1. N -0.8411
2. C -0.1279
3. C -0.4124
4. C -0.0166
5. C -0.2216
6. C -0.2006

***

The following is a quantum chemistry calculation of a cluster of 2 separate species, Cl3H3S3Si2 in total, from OMol25.

DFT total energy, hartree: -3156.10258
Lowest unoccupied orbital energy, eV: -1.55
ΔE to the lowest compared entry with this formula, charge and spin, kcal per mole: 36.12
Frontier orbital gap, eV: 7.3

Atoms and positions in Å:
Si  -0.52295  -0.67882  0.13600
Si  -3.60778  0.07752  -0.06802
S  0.32688  -1.04366  2.09911
S  -0.19386  -2.52579  -0.94236
S  0.54042  0.94256  -0.74471
Cl  -4.34367  1.38017  1.44906
Cl  -4.14547  0.83061  -1.92552
Cl  -4.62977  -1.62977  0.25814
H  -0.83863  -1.77583  2.51991
H  -1.26612  -2.11645  -1.82885
H  0.13105  0.77565  -2.04584

Cartesian forces (eV/Å) of the 3 atoms listed first:
-1.2628 -0.1719 -0.1500
1.7162 0.5584 0.8024
-1.9909 -0.5140 0.0108

Atom charges from the natural (NBO) analysis, given in e for atoms 1 to 6:
1. Si 0.8097
2. Si 0.9995
3. S -0.4136
4. S -0.4139
5. S -0.4158
6. Cl -0.3808

***

The following is a quantum chemistry calculation of a cluster of 7 separate species, C13H40BF4N8O6 in total, from OMol25.

Total charge: -1
DFT total energy, hartree: -1833.34314
Lowest unoccupied orbital energy, eV: 1.92
ΔE to the lowest compared entry with this formula, charge and spin, kcal per mole: 143.83
Frontier orbital gap, eV: 9.7

Atoms and positions in Å:
B  11.04999  -17.22547  1.69077
F  11.56204  -15.98969  1.81162
F  11.50646  -18.08523  2.65893
F  9.69131  -17.10375  1.81380
F  11.53012  -17.71406  0.53848
C  14.62284  -7.11959  -5.98783
C  13.98127  -7.90176  -4.89688
C  13.41898  -9.33816  -5.24365
O  12.89461  -9.78816  -4.02707
C  11.92192  -10.94846  -4.01241
N  15.13403  -8.17994  -4.09045
H  14.93777  -6.10216  -5.75596
H  13.88501  -7.05398  -6.78745
H  15.55080  -7.53570  -6.38007
H  13.28270  -7.23082  -4.39694
H  14.17918  -10.04722  -5.57143
H  12.65949  -9.20319  -6.01375
H  12.61372  -11.77365  -4.18147
H  11.24027  -10.91383  -4.86227
H  11.50696  -11.18496  -3.03262
H  14.93410  -8.91778  -3.43036
H  15.78045  -8.55648  -4.76902
C  2.97767  -20.75632  3.11171
C  3.87790  -21.97513  3.28808
C  3.22734  -23.43725  3.11816
O  2.02249  -23.56649  3.90468
C  2.05506  -23.65780  5.32318
N  4.97462  -21.71487  2.35630
H  2.35115  -20.68801  4.00103
H  2.36640  -20.85648  2.21482
H  3.47179  -19.78693  3.04656
H  4.01134  -21.96331  4.36981
H  3.86128  -24.18032  3.60197
H  3.06825  -23.82965  2.11376
H  2.42186  -22.75069  5.80350
H  2.51373  -24.56343  5.72013
H  1.02311  -23.66775  5.67399
H  5.77078  -22.30420  2.55358
H  5.16303  -20.72454  2.41831
C  6.14912  -16.85215  -3.84731
C  5.50460  -18.08085  -4.48162
O  5.79287  -19.31920  -3.95971
H  5.71679  -15.91578  -4.20001
H  7.16602  -16.61903  -4.16301
H  6.09391  -16.86405  -2.75878
H  5.52459  -18.13340  -5.57017
H  4.44158  -17.88331  -4.34348
H  6.15639  -19.25802  -3.07331
C  17.09487  -15.92250  -1.18683
O  18.32245  -15.96509  -1.23915
N  16.32786  -14.91578  -1.52440
N  16.39904  -16.87611  -0.82021
H  15.35002  -14.98059  -1.28000
H  16.71853  -14.19877  -2.11886
H  15.43238  -16.59567  -0.73649
H  16.85098  -17.51175  -0.17847
C  16.96560  -16.91592  5.11843
O  18.18843  -16.88057  5.52760
N  16.28919  -18.01235  5.18427
N  16.22757  -15.88914  4.76941
H  15.37777  -17.99557  4.74938
H  16.85020  -18.82244  5.40589
H  16.60835  -14.95394  4.74644
H  15.26657  -15.95391  4.46548
C  13.27429  -19.62585  -5.84820
O  13.07084  -20.22656  -6.87606
N  14.43744  -19.11572  -5.48318
N  12.43771  -19.45972  -4.79630
H  14.58029  -19.16533  -4.48457
H  15.16200  -19.24152  -6.17549
H  12.79406  -19.20647  -3.88582
H  11.47237  -19.75069  -4.85594

Cartesian forces (eV/Å) of the 3 atoms listed first:
-0.2781 -0.3073 0.9599
1.4231 3.0139 0.7866
0.6222 -1.0148 1.9312

Atom charges from the Mulliken analysis, given in e for atoms 1 to 6:
1. B 0.5784
2. F -0.3952
3. F -0.4112
4. F -0.4031
5. F -0.3699
6. C -1.3905

***

HOMO level, record by record: -8.61 -9.64 -7.62 -9.30 -8.84 -7.74 eV